Formula: C2H8N2O
Source: OMol25
Level of theory: ωB97M-V with the def2-TZVPD basis set

Geometry (Å):
O1 -1.461 -2.305 1.683
N1 0.086 2.584 -0.301
N2 0.242 -1.189 -0.565
C1 0.424 1.272 -0.866
C2 0.046 0.172 -0.214
H1 -0.203 0.209 0.846
H2 0.831 2.860 0.330
H3 -0.564 -2.335 1.321
H4 1.109 1.320 -1.698
H5 1.118 -1.419 -1.016
H6 -1.325 -2.628 2.583
H7 -0.478 -1.735 -0.997
H8 0.173 3.194 -1.106

The HOMO-LUMO gap is 9.756 eV. For the maximum force, the calculation gives 0.0327 hartree/bohr. As for the SMILES: N/C=C/N.O. Its total charge is 0. For the energy relative to the best compared isomer or geometry (same formula, charge and spin), the calculation gives 50.5 kcal per mole. Its spin multiplicity is 1. As for the LUMO energy: 1.053 eV.